(1)
7 unconnected molecules or ions with the total composition C32H66BO14P2 at a distorted geometry. Source: the Open Molecules 2025 dataset; level of theory: wB97M-V/def2-TZVPD.

Calculated values
- F_max (eV/A) = 9.739
- LUMO energy (eV) = 1.5
- charge = -1
- Kohn-Sham gap (eV) = 4.5276

Cartesian coordinates (Å):
1 C -3.011 -5.103 0.828
2 C -2.075 -4.041 0.642
3 C -1.322 -2.574 0.356
4 C -1.876 -1.987 -1.067
5 C -3.078 -0.886 -0.966
6 B -4.140 -1.094 0.269
7 P -4.926 0.666 0.582
8 O -5.982 0.450 1.993
9 O -3.551 1.609 1.174
10 P -5.594 -2.289 -0.100
11 C -6.247 -2.974 1.600
12 C -7.108 -1.407 -0.859
13 C -8.467 -2.381 -0.887
14 H -3.899 -5.881 0.671
15 H -0.162 -2.814 0.210
16 H -1.401 -1.846 1.268
17 H -0.953 -1.438 -1.587
18 H -2.116 -2.926 -1.749
19 H -3.702 -0.964 -1.979
20 H -2.709 0.246 -0.921
21 H -3.665 -1.400 1.299
22 H -5.315 0.345 2.761
23 H -2.905 0.947 1.564
24 H -7.022 -2.198 2.057
25 H -5.363 -3.074 2.367
26 H -6.849 -3.993 1.469
27 H -6.862 -1.033 -1.957
28 H -7.457 -0.433 -0.274
29 H -8.178 -3.529 -0.986
30 H -9.008 -2.174 0.155
31 H -9.234 -2.033 -1.728
32 O 0.374 -0.177 2.462
33 C 0.639 0.877 1.886
34 O 1.150 1.922 2.571
35 C 1.662 3.123 1.968
36 C 0.544 4.110 1.695
37 C 0.313 1.051 0.431
38 H 2.251 2.895 1.075
39 H 2.357 3.562 2.692
40 H -0.187 3.706 0.988
41 H 0.943 5.042 1.285
42 H -0.001 4.334 2.618
43 H -0.740 1.328 0.330
44 H 0.487 0.099 -0.080
45 H 0.936 1.786 -0.075
46 O 5.143 4.047 1.021
47 C 5.626 2.951 1.298
48 O 5.675 2.529 2.580
49 C 6.046 1.200 2.990
50 C 7.553 1.071 3.103
51 C 6.254 2.103 0.230
52 H 5.606 0.447 2.330
53 H 5.599 1.044 3.977
54 H 8.045 1.238 2.141
55 H 7.828 0.076 3.465
56 H 7.950 1.821 3.794
57 H 7.277 2.446 0.056
58 H 5.672 2.219 -0.690
59 H 6.256 1.039 0.457
60 O -3.509 0.218 4.422
61 C -3.848 -0.381 5.441
62 O -4.463 -1.581 5.356
63 C -4.731 -2.443 6.476
64 C -6.028 -2.053 7.159
65 C -3.668 0.249 6.791
66 H -3.882 -2.468 7.166
67 H -4.831 -3.456 6.072
68 H -5.981 -1.039 7.564
69 H -6.255 -2.743 7.977
70 H -6.856 -2.069 6.443
71 H -4.502 0.929 6.984
72 H -2.732 0.817 6.787
73 H -3.583 -0.469 7.605
74 O -0.180 5.392 -2.627
75 C 1.014 5.683 -2.676
76 O 1.952 4.787 -2.300
77 C 3.368 4.958 -2.491
78 C 3.973 5.763 -1.357
79 C 1.446 7.067 -3.064
80 H 3.584 5.386 -3.475
81 H 3.805 3.953 -2.489
82 H 3.552 6.771 -1.309
83 H 5.057 5.845 -1.478
84 H 3.760 5.286 -0.395
85 H 1.381 7.722 -2.191
86 H 0.769 7.435 -3.843
87 H 2.448 7.115 -3.486
88 O 8.280 0.348 0.112
89 C 8.405 -0.421 -0.841
90 O 8.500 0.059 -2.099
91 C 8.831 -0.733 -3.253
92 C 7.596 -1.406 -3.820
93 C 8.362 -1.906 -0.631
94 H 9.633 -1.443 -3.027
95 H 9.235 -0.041 -4.000
96 H 7.147 -2.096 -3.100
97 H 7.843 -1.965 -4.727
98 H 6.832 -0.660 -4.061
99 H 7.319 -2.232 -0.581
100 H 8.859 -2.137 0.317
101 H 8.887 -2.475 -1.396
102 O -0.883 -4.587 -7.177
103 C -1.798 -4.028 -6.574
104 O -2.196 -4.479 -5.365
105 C -3.122 -3.795 -4.502
106 C -4.554 -4.127 -4.873
107 C -2.548 -2.894 -7.210
108 H -2.927 -2.719 -4.491
109 H -2.923 -4.155 -3.487
110 H -4.793 -3.801 -5.889
111 H -5.252 -3.647 -4.182
112 H -4.715 -5.209 -4.843
113 H -3.313 -3.299 -7.877
114 H -1.841 -2.294 -7.792
115 H -3.007 -2.214 -6.495

***

(2)
A molecular structure, C32H67BBeBrCl4F5IK2N4O16P2S2 at a distorted geometry. Source: the Open Molecules 2025 dataset; level of theory: wB97M-V/def2-TZVPD.

Calculated values
- F_max (eV/A) = 5.248
- LUMO energy (eV) = -7.1
- charge = +1
- Kohn-Sham gap (eV) = 1.8193

Cartesian coordinates (Å):
1 C -3.696 -6.677 3.586
2 C -3.335 -5.531 4.142
3 C -2.203 -4.611 3.655
4 C -2.430 -4.481 2.136
5 C -3.604 -3.569 1.662
6 N -3.180 -2.266 1.189
7 N -4.218 -4.228 0.457
8 N -4.678 -3.368 2.608
9 O -2.367 -3.432 4.415
10 C -1.277 -2.514 4.542
11 C -0.772 -1.746 3.317
12 C 0.388 -0.798 3.802
13 C 1.370 -0.513 2.655
14 C 0.714 0.290 1.518
15 C 1.352 1.703 1.255
16 C 0.253 2.697 0.703
17 C -0.362 2.324 -0.710
18 C 0.633 2.747 -1.829
19 C 0.084 3.949 -2.641
20 C 0.184 3.679 -4.153
21 C 1.532 4.128 -4.733
22 C 1.698 3.651 -6.186
23 O 1.474 4.723 -7.085
24 C 2.456 4.785 -8.104
25 C -0.900 -5.409 4.019
26 O -0.650 -6.207 2.894
27 O -1.109 -6.341 5.101
28 C -0.474 -6.138 6.306
29 I 1.686 -6.247 6.224
30 P -0.988 -4.544 7.234
31 O -0.245 -4.653 8.694
32 Br -3.169 -4.689 7.773
33 P -0.961 -7.654 7.255
34 N -2.520 -7.901 7.247
35 O -0.360 -7.571 8.734
36 O -0.193 -8.867 6.554
37 H -3.411 -7.003 2.595
38 H -4.292 -7.374 4.161
39 H -3.913 -5.193 4.992
40 H -2.579 -5.433 1.652
41 H -1.503 -4.103 1.689
42 H -3.930 -1.924 0.611
43 H -2.303 -2.358 0.693
44 H -3.465 -4.468 -0.180
45 H -4.722 -5.063 0.731
46 H -5.336 -4.131 2.584
47 H -5.133 -2.478 2.484
48 H -1.629 -1.751 5.238
49 H -0.395 -2.930 5.034
50 H -0.332 -2.371 2.537
51 H -1.565 -1.083 2.977
52 H -0.073 0.160 4.053
53 H 0.936 -1.244 4.629
54 H 1.827 -1.420 2.266
55 H 2.154 0.124 3.061
56 H 0.644 -0.308 0.543
57 H -0.341 0.542 1.904
58 H 2.221 1.612 0.602
59 H 1.639 2.075 2.237
60 H -0.570 2.710 1.440
61 H 0.608 3.723 0.648
62 H -1.333 2.811 -0.792
63 H -0.526 1.234 -0.846
64 H 1.595 2.981 -1.379
65 H 0.786 1.880 -2.474
66 H 0.689 4.816 -2.385
67 H -0.970 4.087 -2.412
68 H -0.594 4.273 -4.641
69 H 0.000 2.633 -4.405
70 H 1.544 5.216 -4.764
71 H 2.343 3.757 -4.106
72 H 0.961 2.862 -6.378
73 H 2.678 3.193 -6.339
74 H 3.458 4.879 -7.675
75 H 2.408 3.916 -8.763
76 H 2.261 5.695 -8.667
77 H -0.010 -4.783 4.121
78 H 0.108 -6.773 3.081
79 H -0.929 -4.661 9.377
80 H -2.645 -8.798 6.783
81 H -0.937 -7.112 9.352
82 H -0.751 -9.141 5.813
83 K -3.323 -8.498 9.609
84 C 3.669 4.587 -0.420
85 O 3.326 4.853 0.873
86 O 4.679 3.639 -0.506
87 O 3.223 5.023 -1.421
88 H 4.842 3.422 0.422
89 Be 4.506 5.451 1.675
90 B 4.563 -2.507 3.448
91 F 5.596 -2.735 4.359
92 F 3.317 -2.497 4.138
93 F 4.742 -1.252 2.821
94 F 4.540 -3.520 2.477
95 C -4.763 1.728 -0.727
96 Cl -4.163 2.921 0.416
97 Cl -6.519 1.764 -0.788
98 Cl -4.095 2.046 -2.330
99 Cl -4.233 0.098 -0.197
100 O -2.573 5.730 2.325
101 C -3.649 6.232 2.402
102 O -4.655 5.971 1.512
103 C -5.793 6.801 1.798
104 C -5.640 7.204 3.259
105 C -4.121 7.254 3.420
106 H -5.770 7.662 1.126
107 H -6.703 6.236 1.613
108 H -6.145 8.137 3.502
109 H -6.051 6.424 3.902
110 H -3.714 8.230 3.151
111 H -3.802 6.976 4.420
112 F -1.017 3.981 2.868
113 K -1.333 -0.013 0.404
114 C 6.029 -7.228 0.939
115 S 6.697 -6.305 2.335
116 O 7.079 -4.973 1.832
117 C 8.216 -7.266 2.471
118 H 5.086 -6.765 0.656
119 H 6.727 -7.184 0.102
120 H 5.856 -8.263 1.235
121 H 8.765 -7.221 1.531
122 H 7.974 -8.301 2.720
123 H 8.815 -6.831 3.268
124 O 2.822 4.935 -11.514
125 S 1.620 5.057 -12.281
126 O 1.450 4.355 -13.514
127 O 1.315 6.598 -12.511
128 C 2.341 7.405 -13.132
129 C 2.470 7.143 -14.619
130 C 0.237 4.705 -11.251
131 H 3.291 7.254 -12.618
132 H 2.043 8.438 -12.965
133 H 2.824 6.132 -14.814
134 H 3.179 7.842 -15.063
135 H 1.504 7.250 -15.113
136 H 0.337 5.255 -10.320
137 H 0.245 3.634 -11.063
138 H -0.671 4.986 -11.778

***

- What is the charge in the second record?
  +1